# 1
Below is a structure of composition C20H46P4ScSe at a distorted geometry, with properties calculated with ωB97M-V/def2-TZVPD.

Structure (XYZ):
```
72
Properties=species:S:1:pos:R:3:mulliken_charge:R:1
Se 1.4259 -0.2850 -2.0014 0.277
Sc -0.1128 -0.3087 0.2931 -1.317
P 2.1677 -1.1848 1.4462 0.954
P -0.5388 -2.9642 -0.0866 1.058
P -1.7582 -0.7451 2.3460 1.212
P -2.3019 -0.0665 -1.1611 0.993
C -2.1650 -0.7115 -2.8671 -0.951
C 0.0556 -4.1826 1.1426 -1.140
C -0.6485 -1.1700 3.7669 -1.135
C 2.1821 3.0270 -4.3576 -0.744
C 3.0397 0.4321 1.6133 -1.090
C 2.1417 3.8083 -2.0628 -0.326
C 0.3211 -3.5699 -1.5891 -1.405
C 1.9031 1.7348 -3.9343 -0.474
C -3.1793 -1.8711 2.5758 -1.425
C 1.7240 1.4780 -2.5547 0.828
C -2.5424 0.8134 2.8668 -1.247
C 2.0605 6.7717 -0.6787 -0.415
C 1.2972 6.1733 0.2835 -0.413
C -4.0742 -0.3781 -0.7707 -1.284
C 1.8236 2.5285 -1.6234 -0.061
C 2.5407 -1.9834 3.0434 -1.410
C 3.3395 -2.1038 0.3823 -1.162
C -2.3357 1.7535 -1.4828 -1.104
C -2.2268 -3.6318 -0.4286 -1.144
C 2.2761 4.0745 -3.4316 -0.027
H 1.6361 2.3193 -0.5741 0.153
H -1.3746 2.0726 -1.9217 0.243
H -3.1429 1.2662 2.0637 0.320
H -2.3330 -1.7960 -2.8974 0.274
H -2.6583 -3.1801 -1.3362 0.275
H 1.4000 -3.3936 -1.5018 0.304
H -2.9048 -3.4533 0.4200 0.238
H 0.2543 1.4312 0.5709 0.062
H 2.0400 -2.9585 3.0956 0.353
H -0.2256 -2.1782 3.6365 0.213
H 3.2514 0.8598 0.6184 0.236
H 3.6289 -2.1202 3.1023 0.556
H 2.3353 3.2678 -5.4052 0.439
H 3.9715 0.2403 2.1717 0.510
H -4.2883 -1.4574 -0.7584 0.353
H -3.6733 -1.6271 3.5245 0.552
H -2.0789 -4.7168 -0.5770 0.559
H -3.1698 1.9576 -2.1794 0.515
H 2.1852 -1.3589 3.8708 0.435
H 0.1128 -4.6461 -1.6790 0.551
H 3.4821 -1.5795 -0.5724 0.309
H 4.2848 -2.1738 0.9372 0.516
H -1.1859 -1.1447 4.7273 0.547
H -3.9137 -1.7781 1.7657 0.323
H 2.4646 5.0604 -3.8478 0.503
H -0.4480 -4.0521 2.1101 0.300
H -2.4861 2.2912 -0.5304 0.304
H -4.3260 0.0395 0.2161 0.374
H 0.2859 6.5564 0.4688 0.254
H 2.9558 -3.1073 0.1633 0.290
H -1.7897 1.5392 3.1852 0.389
H 1.8265 0.9073 -4.6414 0.477
H 1.8185 7.7371 -1.1880 0.270
H 1.1382 -4.0954 1.2956 0.267
H -3.1941 0.5724 3.7141 0.468
H 3.0342 6.3633 -0.9723 0.324
H -0.0400 -3.0283 -2.4726 0.338
H 2.2504 4.6025 -1.3270 -0.424
H -0.1883 -5.1745 0.7314 0.549
H -2.9020 -0.1987 -3.5035 0.495
H 0.1893 -0.4570 3.8177 0.277
H -4.6963 0.1054 -1.5417 0.516
H -1.1467 -0.5219 -3.2418 0.151
H 1.6885 5.3541 0.9496 0.261
H 2.3940 1.1333 2.1683 0.319
H -2.8767 -2.9180 2.6148 0.414
```

Values from the calculation:
max |F| = 2.6 eV Å⁻¹
HOMO level (alpha / beta) = -16.8 / -16.4 eV
E_tot = -144660.4297 eV
total charge = +3
orbital gap (alpha / beta) = 3.6 / 2.9 eV
energy above the lowest of the compared OMol25 structures with the same formula, charge and spin = 202.1 kJ/mol

# 2
Below is a structure of composition C20H48BF10NO22PtS8 at a distorted geometry, with properties calculated with ωB97M-V/def2-TZVPD.

Structure (XYZ):
```
111
Properties=species:S:1:pos:R:3:lowdin_spin:R:1
Pt -0.6974 0.1013 -0.1805 1.611
S -0.4357 -1.5813 -3.5336 0.007
S 1.9906 -1.1737 5.2717 0.000
S -2.1992 6.2688 1.6102 0.000
S -0.2625 -3.3556 0.9879 0.009
S 2.6504 -1.3050 -0.5885 0.005
S -3.9529 0.0854 -0.7474 0.006
S -3.5526 -0.3140 1.7426 0.009
S 0.4322 2.7091 -2.6093 0.004
F -3.9863 -1.9656 -2.4841 0.000
F 0.4552 2.3835 2.6221 0.000
F -5.1019 1.3806 3.1375 0.000
F 0.1991 0.3435 1.9628 0.022
F -0.8331 2.0436 0.8686 0.048
F 1.2775 1.6236 0.6411 0.000
F -3.4708 -2.5929 -0.5182 0.000
F -5.5274 -2.0928 -1.0635 0.000
F -4.2425 2.4018 1.5504 0.000
F -3.0188 1.8865 3.3802 0.001
O 0.7025 -0.9479 -4.2336 0.000
O -2.6009 -0.8760 2.6741 0.001
O -4.8268 -1.0287 1.6455 0.015
O -0.7776 -2.0478 0.5751 0.050
O 3.4650 -1.0607 -2.0124 0.003
O -1.7195 -1.5899 -4.5421 0.004
O -0.1026 -4.2803 -0.3720 0.001
O -0.1451 3.1638 -3.8776 0.007
O 0.6371 4.0089 -1.5417 0.000
O 1.2985 -0.7093 -0.6825 0.023
O -2.7297 5.7068 2.8658 0.000
O -0.9373 -1.1474 -2.1897 0.044
O -3.4176 0.6687 -1.9349 0.002
O 2.4280 -0.4805 6.4894 0.000
O -5.2505 0.6486 -0.4049 0.012
O 2.8530 -1.2662 4.1319 0.000
O -0.2624 1.6451 -1.8648 0.037
O -2.6545 7.5556 1.1788 0.000
O 1.6385 -2.7178 5.6940 0.000
O 0.9932 -3.3950 1.7182 0.001
O 2.8033 -2.6993 -0.1434 0.004
O -0.5301 6.3727 1.7768 0.000
N -2.7084 0.0630 0.2779 0.053
C 0.2427 -0.6848 4.7125 0.000
C -1.5518 -4.3259 1.8458 0.005
C 0.4636 -5.5551 -0.2801 0.000
C 1.0393 6.4210 -1.1946 0.000
C -3.9607 1.4892 2.4527 0.002
C 1.2357 -5.9845 -1.5251 0.000
C 0.7422 5.8638 3.6580 0.000
C 4.1271 -1.8526 -4.0968 0.000
C 2.2788 2.1737 -2.8697 0.002
C 1.2179 -3.6779 4.7349 0.000
C -2.2540 5.0375 0.1844 0.000
C -1.8734 -0.6489 -5.5463 0.000
C 1.2747 -5.0725 5.3768 0.000
C -2.4378 0.6443 -4.9841 0.000
C 3.6926 -0.2466 0.4229 0.000
C -0.1547 -3.3223 -3.5172 0.003
C 0.2214 5.2864 2.3274 0.000
C -4.2411 -1.7534 -1.2107 0.000
C 1.2719 5.1422 -2.0584 0.000
C 3.9431 -2.2270 -2.6453 0.000
B 0.2547 1.5996 1.5630 0.004
H 0.6480 -6.1311 -2.4313 0.000
H -0.8637 -3.7696 -2.8205 0.000
H 0.8661 -3.5484 -3.2092 0.000
H 4.8921 -2.5787 -2.2406 0.000
H -2.4556 -4.3467 1.2370 0.000
H -3.2005 4.4971 0.2024 0.000
H 2.3075 1.2990 -3.5195 0.000
H 0.2444 0.3631 4.4124 0.000
H 1.0138 4.9413 1.6632 0.000
H 1.7394 -6.9415 -1.3889 0.000
H 1.0265 -5.9172 4.7341 0.000
H -1.8379 -3.9345 2.8220 0.000
H 3.1358 -1.6751 -4.5138 0.000
H 1.8122 -3.5717 3.8273 0.000
H -0.1083 -1.3389 3.9143 0.000
H -1.4727 4.2789 0.2305 0.000
H 1.5635 6.4966 3.3216 0.000
H 4.5180 -2.7521 -4.5725 0.000
H -2.1272 5.5066 -0.7913 0.000
H 3.3469 -3.1387 -2.6071 0.000
H 0.1842 -3.4365 4.4873 0.000
H -0.4368 -0.8108 5.5554 0.000
H 1.0565 5.2768 -3.1184 0.000
H -1.0275 -0.4808 -6.2129 0.000
H 1.0325 6.2120 -0.1249 0.000
H -2.6712 1.4249 -5.7081 0.000
H 2.3199 -5.2057 5.6557 0.000
H 2.3467 4.9650 -2.0190 0.000
H 0.1023 6.4684 4.3006 0.000
H -0.2699 -3.5450 -4.5779 0.000
H 1.7795 7.2007 -1.3743 0.000
H -1.8191 1.0597 -4.1886 0.000
H 1.0934 -5.5283 0.6092 0.000
H -0.3170 -6.2479 0.0341 0.000
H 1.2332 5.0571 4.2023 0.000
H -0.3637 4.3874 2.5210 0.000
H -3.3575 0.5177 -4.4129 0.000
H 4.7069 -0.6223 0.5581 0.000
H 3.1094 -0.0914 1.3306 0.000
H 0.6407 -5.1683 6.2583 0.000
H 0.0545 6.8766 -1.2982 0.000
H 2.6025 1.9711 -1.8487 0.000
H -2.6979 -0.9771 -6.1792 0.000
H -1.1657 -5.3352 1.9879 0.001
H 2.8760 3.0384 -3.1588 0.000
H 1.9293 -5.1724 -1.7433 0.000
H 4.7826 -1.0144 -4.3334 0.000
H 3.8167 0.7020 -0.0994 0.000
```

Values from the calculation:
max |F| = 5.1 eV Å⁻¹
HOMO level (alpha / beta) = -9.8 / -10.2 eV
multiplicity = 3
E_tot = -185828.3973 eV
orbital gap (alpha / beta) = 9.5 / 8.4 eV
<S²> = 2.00
energy above the lowest of the compared OMol25 structures with the same formula, charge and spin = 310.0 kJ/mol

# 3
Below is a cluster of 8 separate species, C20H48Cl8N2O10P2 in total at a distorted geometry, with properties calculated with ωB97M-V/def2-TZVPD.

Structure (XYZ):
```
90
Properties=species:S:1:pos:R:3:mulliken_charge:R:1
Cl 1.7543 3.2443 -5.7129 -0.164
Cl 1.5908 0.1911 -4.1916 -0.132
Cl 0.9499 -1.2997 4.7022 -0.224
Cl 4.7423 1.6975 -3.8656 -0.200
Cl 2.9558 -3.5936 -2.3365 -0.195
Cl 6.8428 -3.9078 -0.5051 -0.189
Cl 6.0697 3.7818 -1.2606 -0.213
Cl 1.2791 2.9532 4.3345 -0.227
P -6.9815 2.9285 -0.2390 1.058
P -2.4631 -3.1821 0.7796 0.520
O 4.5418 -0.1284 3.0064 -0.649
O -5.4522 3.2309 -0.3306 -0.337
O -7.5940 4.3042 -0.7258 -0.294
O -1.4351 -2.6053 -0.2622 0.271
O -3.7987 -2.3704 0.5506 -0.310
O 1.9591 0.8727 0.2603 -0.706
O -2.6592 -4.6135 0.7760 -0.752
O -1.8166 -2.5560 2.0644 0.062
O -7.4346 2.4958 1.0723 -0.701
O -7.2230 1.9029 -1.4085 -0.270
N 5.7793 -1.8476 3.7363 -0.197
N -0.1641 0.2962 -0.2250 0.266
C 1.6810 1.2979 4.8696 -0.313
C -1.4279 -2.9859 -1.6446 -0.738
C -0.5834 1.6311 -0.5445 -1.045
C 0.5291 1.9960 -5.9370 -0.470
C 1.3673 -1.3933 0.7040 0.459
C -4.6000 2.8438 -1.4020 -0.402
C 5.2424 -1.8372 5.0755 -0.712
C 4.2634 -4.0210 -1.2010 -0.276
C 1.0820 0.0289 0.2553 0.537
C -8.2836 1.9460 -2.3583 -0.602
C -1.9084 -3.2502 3.2984 -0.787
C 0.9380 0.3292 3.9805 0.048
C 5.2220 2.2132 -1.2357 -0.236
C 5.3273 -1.0355 2.7754 0.653
C -8.8918 4.6776 -0.2450 -0.705
C 5.6035 -3.5468 -1.7177 -0.335
C 5.9677 -1.2495 1.4190 -0.429
C 4.1378 2.1185 -2.2588 0.156
C 0.2320 1.2504 -4.6792 -0.440
C -3.7595 -0.9479 0.3577 -0.125
H -2.0488 -3.8734 -1.7912 0.386
H -8.9635 4.4707 0.8186 0.329
H 6.3845 -2.6008 3.4655 0.205
H 5.9151 -3.8672 -2.7078 0.401
H 0.2346 2.1696 -1.0190 0.355
H -4.5536 3.6027 -2.1893 0.322
H 4.1912 -5.0815 -0.9853 0.385
H 6.8594 -1.8551 1.5465 0.401
H 0.4927 -1.8300 1.1885 -0.152
H -1.8472 -2.5407 4.1243 0.254
H 3.5060 3.0007 -2.2869 0.336
H 6.0437 -1.6685 5.7996 0.295
H -0.8674 -0.4033 -0.0533 -0.167
H 3.4749 1.3119 -1.9651 -0.259
H 4.7723 2.1014 -0.2473 0.133
H -0.8813 2.2008 0.3411 0.342
H -1.4152 1.6121 -1.2501 0.216
H -2.8468 -3.7948 3.4067 0.349
H 5.9103 1.3775 -1.3510 0.285
H 1.3762 1.2061 5.9069 0.409
H 2.1645 -1.2412 1.4348 0.003
H 4.5249 -1.0298 5.1624 0.153
H -3.6094 2.6513 -1.0035 0.073
H 2.7496 1.1825 4.7527 0.088
H -4.9648 1.9549 -1.9214 0.282
H -7.8462 1.9721 -3.3549 0.257
H -8.8626 1.0315 -2.2481 0.244
H -9.6938 4.1554 -0.7757 0.277
H -0.5885 0.5675 -4.8997 0.326
H 0.8140 1.3240 -6.7398 0.336
H 4.0591 -3.4735 -0.2829 0.076
H -1.0746 -3.9427 3.4247 0.273
H 1.7147 -2.0675 -0.0780 -0.216
H 4.7499 -2.7776 5.3262 0.297
H -4.5825 -0.6608 -0.2916 0.260
H -8.9238 2.8116 -2.2277 0.253
H 6.2302 -0.2834 0.9961 0.145
H -1.8389 -2.1755 -2.2405 0.258
H -3.8248 -0.4368 1.3157 0.283
H 5.2705 -1.7023 0.7170 -0.182
H -0.0932 0.6532 3.8796 0.385
H -0.0224 1.9031 -3.8522 0.222
H -2.8450 -0.6521 -0.1562 -0.216
H 1.4300 0.2979 3.0156 -0.214
H -0.3771 2.5201 -6.2461 0.320
H -0.4064 -3.2545 -1.8906 0.119
H 5.5437 -2.4582 -1.8252 0.181
H -9.0158 5.7329 -0.4732 0.239
```

Values from the calculation:
max |F| = 1.2 eV Å⁻¹
HOMO level = -9.7 eV
E_tot = -163737.2499 eV
SMILES = COP(=O)(OC)OC.COP(=O)(OC)OC.CNC(C)=O.CNC(C)=O.ClCCCl.ClCCCl.ClCCCl.ClCCCl
orbital gap = 9.8 eV
energy above the lowest of the compared OMol25 structures with the same formula, charge and spin = 0.0 kJ/mol